No. 1
2 unconnected molecules or ions with the total composition C6H16. Source: the OMol25 dataset; level of theory: the ωB97M-V functional and the def2-TZVPD basis.

Its total charge is 0. Its molar mass is 88.2 g mol⁻¹. For the electronic energy, the calculation gives -238.11941 Ha. For the frontier orbital gap, the calculation gives 11.390 eV. The energy above the lowest of the compared OMol25 structures with the same formula, charge and spin is 48.40 kcal/mol.

The geometry in XYZ format:
```
22
C6H16 the ωB97M-V functional and the def2-TZVPD basis
C 2.028 0.716 -1.363
C -0.552 -0.466 2.887
C -0.185 1.598 -2.119
C -1.399 -1.101 0.468
C -0.248 -1.317 1.630
C 0.589 0.476 -1.508
H -0.605 1.291 -3.002
H 0.515 2.456 -2.366
H 0.497 -0.483 -2.083
H -1.399 0.163 2.824
H 2.260 1.259 -0.416
H -0.064 0.231 -0.631
H -1.159 1.929 -1.531
H -2.330 -1.378 0.844
H 2.456 -0.267 -1.445
H 2.405 1.403 -2.136
H -0.872 -1.181 3.755
H -1.548 0.034 0.314
H -1.229 -1.727 -0.399
H 0.409 0.103 3.108
H -0.335 -2.463 1.923
H 0.766 -1.276 1.247
```

In the Löwdin picture, each atom carries the following charge in e: C -0.14; C -0.14; C -0.13; C -0.12; C -0.28; C -0.38; H 0.02; H 0.09; H 0.12; H 0.03; H 0.09; H 0.04; H 0.11; H 0.03; H 0.07; H 0.07; H 0.09; H 0.08; H 0.06; H 0.08; H 0.12; H 0.07

=====

No. 2
2 unconnected molecules or ions with the total composition C6H16. Source: the OMol25 dataset; level of theory: the ωB97M-V functional and the def2-TZVPD basis.

Its total charge is 0. Its molar mass is 88.2 g mol⁻¹. For the electronic energy, the calculation gives -238.11390 Ha. For the frontier orbital gap, the calculation gives 11.984 eV. The energy above the lowest of the compared OMol25 structures with the same formula, charge and spin is 51.85 kcal/mol.

The geometry in XYZ format:
```
22
C6H16 the ωB97M-V functional and the def2-TZVPD basis
C -0.101 -0.815 -2.506
C 1.800 0.850 1.048
C -0.183 -1.447 -1.068
C -0.372 1.867 1.541
C -1.584 -1.381 -0.541
C 0.554 0.711 1.870
H -1.919 -0.413 0.032
H -2.324 -1.408 -1.463
H 0.066 2.846 1.726
H 1.840 1.139 -0.024
H -1.993 -2.187 0.067
H 0.363 -0.877 -0.381
H -0.544 1.871 0.504
H 0.141 -0.348 1.672
H 0.997 0.651 2.927
H 0.095 -2.504 -0.966
H 2.600 -0.007 1.056
H -1.081 -0.530 -2.768
H 0.441 0.050 -2.648
H -0.062 -1.476 -3.440
H 2.488 1.771 1.245
H -1.221 1.636 2.116
```

In the Löwdin picture, each atom carries the following charge in e: C -0.09; C -0.21; C -0.28; C -0.11; C -0.16; C -0.34; H 0.09; H 0.10; H 0.08; H 0.06; H 0.05; H 0.03; H 0.05; H 0.11; H 0.12; H 0.11; H 0.10; H 0.02; H 0.03; H 0.10; H 0.09; H 0.05

=====

No. 3
2 unconnected molecules or ions with the total composition C6H16. Source: the OMol25 dataset; level of theory: the ωB97M-V functional and the def2-TZVPD basis.

Its total charge is 0. Its molar mass is 88.2 g mol⁻¹. For the electronic energy, the calculation gives -238.15873 Ha. For the frontier orbital gap, the calculation gives 12.332 eV. The energy above the lowest of the compared OMol25 structures with the same formula, charge and spin is 23.72 kcal/mol.

The geometry in XYZ format:
```
22
C6H16 the ωB97M-V functional and the def2-TZVPD basis
C -4.206 2.385 -1.704
C -5.535 4.213 -0.416
C 5.676 -2.505 0.085
C -5.029 2.781 -0.463
C 4.139 -4.051 1.193
C 4.990 -2.767 1.456
H -4.156 1.311 -1.915
H -4.719 4.907 -0.208
H 3.376 -4.222 1.977
H -4.567 2.398 0.452
H 3.509 -4.056 0.307
H -5.861 4.496 -1.419
H 5.212 -3.006 -0.753
H 6.730 -2.773 0.030
H 4.757 -4.949 1.232
H -6.286 4.243 0.360
H 5.553 -1.434 -0.132
H 4.322 -1.951 1.695
H -3.158 2.680 -1.708
H -4.776 2.751 -2.555
H -5.883 2.087 -0.548
H 5.665 -3.204 2.187
```

In the Löwdin picture, each atom carries the following charge in e: C -0.13; C -0.12; C -0.13; C -0.33; C -0.16; C -0.26; H 0.06; H 0.07; H 0.06; H 0.10; H 0.06; H 0.07; H 0.05; H 0.06; H 0.07; H 0.06; H 0.06; H 0.09; H 0.06; H 0.06; H 0.10; H 0.09

=====

No. 4
2 unconnected molecules or ions with the total composition C6H16. Source: the OMol25 dataset; level of theory: the ωB97M-V functional and the def2-TZVPD basis.

Its total charge is 0. Its molar mass is 88.2 g mol⁻¹. For the electronic energy, the calculation gives -238.16555 Ha. For the frontier orbital gap, the calculation gives 11.855 eV. The energy above the lowest of the compared OMol25 structures with the same formula, charge and spin is 19.44 kcal/mol.

The geometry in XYZ format:
```
22
C6H16 the ωB97M-V functional and the def2-TZVPD basis
C -2.614 0.722 -1.400
C 2.095 0.949 -0.170
C 1.628 -1.548 -0.008
C -2.526 -0.104 -0.088
C 1.051 -0.150 0.122
C 0.603 0.090 1.592
H 2.457 -1.594 0.715
H 0.134 -0.850 1.932
H -1.577 -0.008 0.445
H -1.736 1.378 -1.441
H 1.292 0.416 2.356
H 2.042 -1.700 -1.020
H -3.311 0.291 0.555
H -2.638 0.102 -2.280
H -3.439 1.432 -1.435
H 2.947 0.954 0.504
H -2.566 -1.167 -0.334
H 0.963 -2.398 0.155
H 0.360 -0.021 -0.720
H 2.485 0.738 -1.174
H 1.602 1.912 -0.052
H -0.267 0.761 1.540
```

In the Löwdin picture, each atom carries the following charge in e: C -0.16; C -0.10; C -0.10; C -0.15; C -0.49; C -0.09; H 0.08; H 0.08; H 0.00; H 0.05; H 0.07; H 0.08; H 0.06; H 0.05; H 0.06; H 0.07; H 0.07; H 0.07; H 0.11; H 0.08; H 0.08; H 0.06

=====

No. 5
2 unconnected molecules or ions with the total composition C6H16. Source: the OMol25 dataset; level of theory: the ωB97M-V functional and the def2-TZVPD basis.

Its total charge is 0. Its molar mass is 88.2 g mol⁻¹. For the electronic energy, the calculation gives -238.17476 Ha. For the frontier orbital gap, the calculation gives 12.165 eV. The energy above the lowest of the compared OMol25 structures with the same formula, charge and spin is 13.66 kcal/mol.

The geometry in XYZ format:
```
22
C6H16 the ωB97M-V functional and the def2-TZVPD basis
C -1.413 -0.589 -2.498
C -0.665 -1.898 -2.730
C 1.437 1.571 2.111
C 0.410 -0.727 1.819
C -0.407 1.205 0.396
C 0.820 0.571 1.117
H -0.860 2.022 0.955
H 1.153 1.277 3.122
H -0.030 1.605 -0.547
H -0.371 -1.992 -3.772
H 2.525 1.544 2.037
H 1.289 -1.303 2.123
H -0.716 0.239 -2.587
H -1.158 0.464 0.182
H 0.214 -1.960 -2.080
H -0.081 -1.437 1.143
H -2.280 -0.596 -3.155
H -0.276 -0.572 2.652
H 1.066 2.573 1.933
H 1.424 0.191 0.318
H -1.867 -0.486 -1.512
H -1.223 -2.774 -2.408
```

In the Löwdin picture, each atom carries the following charge in e: C -0.17; C -0.17; C -0.07; C -0.11; C -0.08; C -0.46; H 0.07; H 0.07; H 0.07; H 0.06; H 0.07; H 0.08; H 0.06; H 0.04; H 0.06; H 0.07; H 0.06; H 0.08; H 0.06; H 0.11; H 0.04; H 0.06

=====

No. 6
A molecular structure, C6H16BO2Sn. Source: the OMol25 dataset; level of theory: the ωB97M-V functional and the def2-TZVPD basis.

Its total charge is +1. Its molar mass is 249.7 g mol⁻¹. For the electronic energy, the calculation gives -627.38488 Ha. For the frontier orbital gap, the calculation gives 6.400 eV.

The geometry in XYZ format:
```
26
C6H16BO2Sn the ωB97M-V functional and the def2-TZVPD basis
Sn 11.962 -12.080 23.618
O 9.905 -10.042 24.333
O 14.156 -14.068 23.179
C 7.576 -10.369 24.676
C 8.820 -8.082 25.332
C 14.682 -14.755 22.316
C 16.035 -15.418 22.553
C 13.915 -14.968 21.009
C 8.858 -9.537 24.758
B 11.745 -12.387 20.423
H 8.309 -8.024 26.293
H 11.108 -13.154 20.836
H 7.835 -11.402 24.443
H 14.120 -14.164 20.301
H 7.162 -10.482 25.678
H 12.838 -14.961 21.179
H 16.713 -14.757 23.092
H 9.865 -7.773 25.333
H 11.473 -11.439 20.860
H 15.953 -16.349 23.114
H 14.288 -15.896 20.576
H 11.631 -12.389 19.350
H 16.581 -15.604 21.629
H 12.769 -12.576 20.708
H 8.368 -7.343 24.669
H 6.763 -10.011 24.045
```

In the Löwdin picture, each atom carries the following charge in e: Sn 1.70; O -0.13; O -0.10; C -0.01; C 0.01; C -0.42; C 0.00; C -0.01; C -0.40; B -0.43; H 0.09; H -0.06; H 0.08; H 0.09; H 0.09; H 0.08; H 0.09; H 0.08; H -0.09; H 0.10; H 0.09; H -0.01; H 0.09; H -0.10; H 0.09; H 0.10

=====

| no. | HOMO (eV) | maximum force (eV/A) |
| --- | --- | --- |
| 1 | -10.3 | 3.92 |
| 2 | -10.9 | 5.39 |
| 3 | -11.0 | 3.82 |
| 4 | -10.8 | 3.29 |
| 5 | -11.1 | 2.10 |
| 6 | -13.2 | 5.30 |